{"formula": "C13H21BN4O3ReS2", "method": "ωB97M-V/def2-TZVPD", "symbols": ["Re", "C", "N", "C", "C", "N", "B", "N", "C", "C", "N", "C", "C", "S", "C", "S", "H", "H", "H", "H", "H", "H", "H", "H", "H", "H", "H", "H", "C", "C", "C", "O", "C", "H", "H", "H", "H", "H", "H", "H", "H", "O", "C", "O", "H"], "xyz": [[0.029, 0.293, 0.301], [3.257, -1.831, 2.339], [2.531, -2.589, 1.317], [3.094, -3.540, 0.516], [2.085, -4.076, -0.227], [0.917, -3.467, 0.127], [-0.458, -4.076, -0.381], [-1.635, -3.045, -0.566], [-2.931, -3.426, -0.333], [-3.754, -2.445, -0.784], [-2.949, -1.458, -1.292], [-3.419, -0.214, -1.906], [-1.669, -1.859, -1.167], [-0.272, -0.938, -1.677], [1.201, -2.556, 1.059], [0.064, -1.494, 1.825], [4.204, -1.493, 1.926], [3.449, -2.464, 3.202], [2.662, -0.979, 2.654], [4.146, -3.775, 0.547], [2.111, -4.863, -0.962], [-0.224, -4.586, -1.445], [-0.822, -4.881, 0.434], [-3.167, -4.370, 0.129], [-4.828, -2.371, -0.785], [-4.496, -0.161, -1.785], [-3.177, -0.203, -2.966], [-2.968, 0.645, -1.416], [3.507, 1.922, -1.603], [3.196, 2.678, -0.303], [2.826, 1.567, 0.643], [2.022, 0.650, -0.213], [2.533, 0.747, -1.620], [4.535, 1.563, -1.597], [3.374, 2.546, -2.484], [2.363, 3.371, -0.428], [4.053, 3.240, 0.065], [2.215, 1.851, 1.496], [3.694, 1.002, 0.977], [1.678, 0.911, -2.270], [2.993, -0.208, -1.854], [-1.877, 0.678, 0.959], [-1.483, 1.567, 1.809], [-0.234, 1.764, 1.869], [-2.199, 2.108, 2.428]], "atomic_forces_ev_per_a": [[0.3, -0.6, 0.0], [0.0, 0.0, -0.1], [0.0, 0.1, 0.1], [0.0, 0.0, 0.0], [0.0, -0.1, 0.0], [-0.1, 0.0, 0.0], [-0.1, -0.4, -0.1], [0.1, -0.2, -0.1], [0.0, 0.0, 0.1], [0.0, 0.1, 0.0], [-0.1, 0.1, -0.1], [0.0, -0.1, 0.0], [-0.2, 0.1, 0.2], [0.0, 0.3, 0.2], [0.2, -0.1, 0.0], [0.0, 0.4, -0.1], [0.0, 0.0, 0.0], [0.0, 0.0, 0.0], [0.0, 0.0, 0.0], [0.0, 0.0, 0.0], [0.0, 0.0, 0.0], [0.0, 0.1, 0.1], [0.0, 0.2, 0.0], [0.0, 0.0, 0.0], [0.0, 0.0, 0.0], [0.0, 0.0, 0.0], [0.0, 0.0, 0.0], [0.0, 0.0, 0.0], [0.0, 0.0, 0.1], [0.0, 0.0, -0.1], [0.1, 0.0, -0.1], [-0.4, 0.0, 0.0], [0.2, 0.1, 0.0], [0.0, 0.0, 0.0], [0.0, 0.0, 0.0], [0.0, 0.0, 0.0], [0.0, 0.0, 0.0], [-0.1, 0.0, 0.0], [0.0, -0.1, 0.0], [-0.1, 0.0, 0.0], [0.0, -0.1, 0.0], [0.2, 0.2, 0.2], [0.2, -0.1, -0.2], [-0.3, -0.1, -0.1], [0.0, 0.0, 0.0]], "spin_multiplicity": 4, "lumo_ev": [-8.47, -8.50], "total_charge": 2, "e_tot_ev": -50387.9888, "s_squared": 3.793, "homo_lumo_gap_ev": [6.7, 6.6], "homo_ev": [-15.180, -15.126]}



{"formula": "C13H21BN6OOs", "method": "ωB97M-V/def2-TZVPD", "symbols": ["H", "N", "B", "N", "C", "Os", "H", "C", "H", "C", "H", "C", "H", "H", "H", "N", "N", "N", "N", "C", "C", "H", "H", "C", "C", "C", "C", "H", "H", "H", "H", "H", "C", "C", "C", "O", "H", "H", "H", "H", "H", "H", "H"], "xyz": [[0.837, 3.084, 0.442], [0.444, 1.658, -1.076], [0.208, 0.375, -3.262], [0.521, 1.667, -2.459], [0.921, 2.886, -2.852], [-0.088, -0.030, 0.006], [1.032, 3.088, -3.905], [1.117, 3.678, -1.725], [1.440, 4.699, -1.702], [0.815, 2.878, -0.621], [0.344, 0.517, -4.438], [-0.800, -1.691, 0.962], [-0.941, -1.595, 2.051], [-0.010, -2.446, 0.810], [-1.724, -2.094, 0.516], [-1.245, -0.022, -2.884], [1.139, -0.721, -2.682], [-1.542, -0.225, -1.540], [1.175, -0.955, -1.309], [-2.361, -0.218, -3.608], [2.023, -1.536, -3.270], [-2.322, -0.095, -4.676], [2.132, -1.494, -4.344], [-3.393, -0.556, -2.745], [2.649, -2.306, -2.300], [-2.850, -0.558, -1.461], [2.104, -1.917, -1.075], [-4.411, -0.777, -2.995], [3.405, -3.050, -2.453], [-3.299, -0.779, -0.495], [2.312, -2.259, -0.071], [-1.481, 0.038, 0.972], [0.014, 0.617, 3.360], [1.289, 0.819, 2.568], [2.505, 0.353, 3.360], [1.325, 0.146, 1.306], [-0.102, -0.433, 3.650], [-0.863, 0.939, 2.795], [0.062, 1.217, 4.279], [1.416, 1.897, 2.369], [2.479, -0.731, 3.512], [3.430, 0.608, 2.838], [2.528, 0.835, 4.341]], "atomic_forces_ev_per_a": [[0.0, 0.1, -0.2], [0.1, 0.7, -0.5], [-0.1, 0.1, 0.3], [-0.1, 0.2, 0.9], [-0.2, -0.5, 0.6], [1.9, 1.2, -2.6], [0.1, 0.1, 0.0], [-0.1, -0.1, 0.5], [0.0, 0.2, 0.0], [0.2, 0.0, -1.2], [0.0, 0.0, 0.1], [-2.2, -2.0, 2.1], [0.0, -0.3, -0.5], [0.4, 0.5, -0.2], [0.4, 0.3, 0.3], [-0.4, -0.1, 1.0], [0.2, -0.4, 1.0], [0.7, 0.0, -0.1], [0.4, -0.3, -1.3], [0.9, 0.2, 0.8], [-0.5, 0.5, 0.3], [-0.1, -0.1, -0.1], [0.1, -0.1, 0.1], [-0.3, -0.2, 1.0], [0.0, -0.1, 0.8], [-0.2, 0.0, -0.8], [0.0, 0.2, -1.0], [-0.2, 0.0, -0.1], [0.1, -0.1, 0.0], [0.0, 0.1, -0.4], [0.0, 0.1, -0.1], [0.2, -0.1, -0.1], [-0.2, -0.2, 0.0], [1.0, 0.6, 1.2], [0.2, 0.0, -0.1], [-2.2, -0.2, -1.1], [0.0, 0.2, 0.0], [-0.1, 0.1, 0.1], [0.0, -0.2, -0.3], [-0.1, -0.2, -0.2], [-0.1, 0.1, 0.0], [-0.1, 0.0, 0.0], [-0.1, 0.0, -0.2]], "spin_multiplicity": 5, "lumo_ev": [-6.19, -11.42], "total_charge": 2, "e_tot_ev": -27934.6475, "s_squared": 6.017, "homo_lumo_gap_ev": [10.1, 4.6], "homo_ev": [-16.248, -16.021]}



{"formula": "C13H21Cl10FOS", "method": "ωB97M-V/def2-TZVPD", "symbols": ["F", "C", "C", "C", "C", "C", "C", "H", "H", "H", "H", "H", "C", "S", "O", "C", "H", "H", "H", "H", "H", "H", "C", "Cl", "Cl", "H", "H", "C", "Cl", "Cl", "H", "H", "C", "Cl", "Cl", "H", "H", "C", "Cl", "Cl", "H", "H", "C", "Cl", "Cl", "H", "H"], "xyz": [[-0.102, 2.983, 0.105], [0.054, 1.688, -0.154], [1.334, 1.124, -0.321], [1.458, -0.256, -0.492], [0.322, -1.067, -0.593], [-0.924, -0.445, -0.469], [-1.070, 0.904, -0.216], [2.164, 1.786, -0.501], [2.438, -0.670, -0.422], [0.468, -2.132, -0.758], [-1.810, -1.053, -0.456], [-2.071, 1.323, -0.133], [2.077, 4.149, 3.826], [3.205, 5.506, 4.400], [3.345, 5.420, 5.927], [4.757, 4.691, 3.785], [1.994, 4.215, 2.737], [1.225, 4.433, 4.398], [2.462, 3.155, 4.074], [4.701, 4.527, 2.674], [4.932, 3.776, 4.326], [5.639, 5.302, 3.986], [-6.304, 0.052, -0.443], [-6.377, -0.831, 1.053], [-4.662, 0.066, -1.269], [-6.999, -0.427, -1.199], [-6.613, 1.076, -0.318], [-0.875, -3.825, -4.563], [-1.613, -2.898, -5.936], [-0.357, -2.780, -3.269], [-1.716, -4.425, -4.130], [-0.048, -4.510, -4.927], [1.480, -1.069, 2.919], [2.808, -2.043, 2.166], [1.893, -0.618, 4.545], [1.277, -0.152, 2.324], [0.668, -1.755, 2.972], [-2.162, -5.595, -0.261], [-2.718, -3.948, -0.020], [-0.995, -5.789, -1.596], [-1.675, -6.014, 0.611], [-3.046, -6.130, -0.515], [0.196, 0.379, -4.826], [1.752, -0.475, -5.035], [0.322, 2.072, -4.282], [-0.449, 0.436, -5.714], [-0.384, -0.156, -4.011]], "atomic_forces_ev_per_a": [[0.3, 0.7, -0.1], [0.9, -1.2, -0.2], [-1.0, 0.5, -0.4], [-0.8, 0.5, 0.3], [0.4, 0.8, 0.3], [0.3, -1.1, 0.2], [-0.4, 0.0, -0.2], [0.3, 0.1, 0.6], [0.5, -0.3, -0.5], [-0.4, 0.2, 0.2], [-0.3, -0.2, -0.3], [0.3, 0.1, 0.2], [1.6, 0.5, 0.0], [1.5, -1.4, 1.5], [-0.6, 0.1, -2.2], [-0.1, 0.7, -1.1], [-0.4, 0.2, 0.2], [-1.1, -0.3, 0.0], [-0.1, 0.3, 0.3], [-0.1, 0.0, 1.0], [-0.4, -0.5, 0.2], [-0.4, 0.4, 0.0], [-0.4, -0.6, -2.2], [0.2, 0.0, 0.1], [-0.9, 0.0, 0.7], [0.9, 0.5, 1.1], [0.2, 0.2, 0.3], [-0.9, -1.4, -0.3], [0.6, -0.4, 0.5], [0.3, 0.2, 0.1], [0.9, 0.4, -0.6], [-1.0, 1.2, 0.3], [0.7, 0.2, -0.8], [-0.3, 0.5, 0.1], [0.2, 0.3, 0.6], [0.2, -0.9, 0.3], [-0.7, -0.1, -0.1], [0.4, -0.1, -0.2], [0.3, 0.3, 0.1], [-0.2, 0.1, 0.2], [-0.1, 0.3, 0.2], [-0.4, -0.6, -0.2], [-1.4, -0.5, 1.3], [-0.7, 0.6, -0.2], [0.4, -0.2, 0.0], [0.8, -0.4, 0.0], [0.9, 0.6, -1.1]], "lumo_ev": 0.32, "e_tot_ev": -154644.3946, "homo_lumo_gap_ev": 9.3, "homo_ev": -8.961}



{"formula": "C13H21Cl23", "method": "ωB97M-V/def2-TZVPD", "symbols": ["Cl", "C", "Cl", "Cl", "H", "Cl", "C", "Cl", "Cl", "H", "Cl", "C", "Cl", "Cl", "H", "Cl", "C", "Cl", "Cl", "H", "Cl", "C", "Cl", "Cl", "H", "Cl", "C", "C", "Cl", "H", "H", "H", "H", "Cl", "C", "C", "Cl", "H", "H", "H", "H", "Cl", "C", "C", "Cl", "H", "H", "H", "H", "Cl", "C", "C", "Cl", "H", "H", "H", "H"], "xyz": [[10.270, 14.776, 10.305], [10.381, 14.826, 12.146], [11.057, 16.396, 12.698], [11.289, 13.465, 12.775], [9.344, 14.785, 12.465], [6.161, 13.555, 8.736], [7.654, 12.932, 8.059], [7.288, 12.132, 6.516], [8.486, 11.796, 9.139], [8.395, 13.730, 7.838], [16.508, 6.767, 15.218], [15.707, 7.405, 13.779], [16.873, 7.228, 12.497], [15.290, 9.086, 14.058], [14.875, 6.755, 13.559], [13.288, 16.487, 7.897], [13.018, 14.733, 7.461], [14.375, 14.043, 6.556], [11.536, 14.601, 6.552], [12.942, 14.126, 8.363], [10.174, 9.355, 6.203], [8.916, 8.502, 7.080], [9.421, 8.120, 8.797], [8.471, 7.000, 6.248], [8.087, 9.222, 7.147], [9.221, 10.417, 14.803], [10.961, 10.180, 14.860], [11.474, 8.996, 14.005], [11.278, 7.440, 14.820], [11.285, 10.049, 15.887], [11.414, 11.094, 14.444], [12.592, 9.144, 13.980], [10.884, 8.920, 13.066], [15.906, 9.071, 6.820], [16.262, 10.665, 7.508], [17.191, 10.716, 8.679], [16.650, 9.896, 10.228], [15.319, 11.109, 7.853], [16.717, 11.265, 6.716], [17.346, 11.788, 8.954], [18.118, 10.236, 8.422], [13.109, 8.213, 11.123], [13.553, 7.470, 9.510], [12.636, 6.339, 9.044], [12.562, 5.124, 10.351], [14.585, 7.130, 9.522], [13.605, 8.369, 8.883], [13.067, 5.882, 8.165], [11.622, 6.679, 8.882], [14.148, 13.311, 11.001], [13.531, 11.685, 11.010], [12.326, 11.472, 10.180], [12.575, 11.337, 8.403], [13.232, 11.531, 12.070], [14.361, 10.982, 10.741], [11.653, 12.329, 10.250], [11.833, 10.535, 10.583]], "atomic_forces_ev_per_a": [[0.3, 0.1, 1.2], [-0.1, 0.7, -0.9], [-0.3, -0.8, -0.4], [-0.3, 0.3, 0.1], [0.2, -0.1, 0.2], [0.3, 0.1, 0.2], [0.8, 0.1, -0.5], [0.1, 0.0, 0.0], [-0.2, 0.0, 0.0], [-0.9, -0.4, 0.3], [-0.2, -0.2, 0.6], [0.9, -0.4, 0.5], [0.1, 0.2, -0.9], [-0.3, 0.1, -0.2], [-0.5, 0.4, 0.0], [0.0, -1.3, -0.2], [0.4, 0.6, 0.4], [0.0, 0.3, 0.0], [-0.3, -0.1, -0.1], [-0.1, 0.4, 0.0], [0.2, -0.1, 0.1], [0.0, 0.1, 0.6], [-0.3, 0.3, -1.0], [0.0, 0.5, 0.3], [0.1, -0.7, 0.0], [-0.4, -0.1, 0.0], [0.9, -0.2, -0.8], [0.2, 0.9, 0.6], [-0.2, -0.4, 0.3], [-0.1, 0.1, 0.1], [-0.2, -0.3, 0.3], [-1.3, -0.2, -0.8], [1.0, 0.2, 0.4], [0.1, -0.2, 0.2], [-0.9, 0.7, 0.6], [0.4, 0.3, 0.8], [0.0, 0.3, -1.0], [0.1, -0.1, -0.6], [-0.2, 0.0, 0.1], [0.0, -0.9, -0.3], [0.5, 0.0, 0.1], [0.2, -0.7, -0.5], [0.3, 0.8, -0.3], [0.2, 0.9, 1.0], [0.0, -0.3, -0.2], [0.0, -0.2, 0.6], [-0.5, -0.5, -0.3], [0.0, -0.1, -0.2], [0.0, 0.0, -0.2], [0.6, 1.1, -0.6], [0.9, -1.4, 0.8], [-1.6, -0.5, 0.1], [0.3, -0.2, 0.3], [0.2, -0.3, -0.7], [-0.8, 0.6, 0.4], [0.0, -0.3, 0.3], [0.4, 1.0, -0.9]], "lumo_ev": 0.06, "e_tot_ev": -301837.8764, "homo_lumo_gap_ev": 10.8, "smiles": "ClC(Cl)Cl.ClC(Cl)Cl.ClC(Cl)Cl.ClC(Cl)Cl.ClC(Cl)Cl.ClCCCl.ClCCCl.ClCCCl.ClCCCl", "homo_ev": -10.727}